The following is a quantum chemistry calculation of a cluster of 2 separate species, C2Br2Cl2S in total at a distorted geometry, from the OMol25 dataset.

Values from the calculation:
orbital gap (alpha / beta) = 6.09 / 6.07 eV
relative energy (zero: lowest compared OMol25 entry of this formula, charge and spin) = 303.6 kJ/mol
largest force on an atom = 2.627 eV Å⁻¹
DFT total energy = -178034.6608 eV

```
! RIJCOSX wB97M-V def2-TZVPD def2/J DEFGRID3
* xyz 0 1
C 1.0851 -0.6733 0.0296
C 0.4204 0.4684 -0.0673
S -2.3052 1.3147 -0.5899
Cl 0.2973 -2.1925 -0.1609
Cl 2.7782 -0.7786 0.3817
Br -3.3691 -0.2971 0.2742
Br 1.0932 2.1585 0.1325
*
```